{
  "formula": "C17H19NO",
  "method": "ωB97M-V/def2-TZVPD",
  "energy_ha": -789.1379,
  "lumo_energy_ev": 0.851,
  "total_charge": 0,
  "smiles": "Cc1c[nH]c2ccccc12.CCc1ccc(O)cc1",
  "multiplicity": 1,
  "molar_mass_g_mol": 253.345,
  "e_above_lowest_ev": 2.699,
  "largest_force_ha_per_bohr": 0.09286,
  "orbital_gap_ev": 8.624,
  "elements": ["N", "H", "H", "H", "C", "C", "C", "H", "C", "O", "H", "C", "C", "H", "C", "C", "C", "C", "C", "H", "H", "H", "C", "H", "H", "H", "C", "C", "C", "H", "C", "H", "H", "H", "H", "H", "C", "H"],
  "xyz": [[1.50320, -2.66937, 0.03488], [-4.24248, 1.38508, -1.93418], [0.94233, 1.42868, 4.14761], [2.33446, 1.36542, -1.46803], [-1.00175, 0.81039, 1.23672], [1.78205, 0.46244, -1.60624], [1.18513, -1.85020, -1.05185], [-2.02866, 2.04377, -1.75482], [-2.10232, 1.72802, -0.73086], [-4.39734, 0.99610, -1.04734], [0.85406, 1.07632, -3.41875], [3.82299, 0.02817, 0.86446], [1.99280, -0.67839, -0.83852], [-0.04031, 2.05480, -0.19796], [-3.34992, 0.45725, 0.95213], [0.16107, 1.69174, 3.49926], [-3.25328, 1.10394, -0.28353], [0.93995, 0.25989, -2.68762], [2.88312, -0.85709, 0.22695], [3.51514, 1.13077, 0.89040], [-0.62961, 1.54783, 4.25643], [-0.54207, -0.82509, -3.63726], [0.10255, -1.97826, -1.99092], [0.25555, -0.21760, 2.60970], [1.07494, 0.96316, 1.70515], [2.93280, -2.66689, 1.62392], [-0.95519, 1.56924, 0.06715], [0.12116, 0.83490, 2.24764], [-2.17285, 0.26620, 1.71782], [-2.29747, -0.05624, 2.73163], [0.08045, -0.82283, -2.76043], [4.02879, -0.35580, 1.89312], [0.29189, 2.71845, 3.25851], [-0.44838, -2.83116, -2.23370], [-4.28563, 0.02653, 1.32235], [4.78946, 0.06603, 0.40937], [2.56008, -2.09419, 0.80132], [1.37538, -3.72459, -0.04984]]
}

***

{
  "formula": "C4H5ClOS",
  "method": "ωB97M-V/def2-TZVPD",
  "energy_ha": -1088.9763,
  "lumo_energy_ev": -0.717,
  "total_charge": 0,
  "smiles": "O[C@H]1C(=S)C[C@H]1Cl",
  "multiplicity": 1,
  "molar_mass_g_mol": 136.603,
  "e_above_lowest_ev": 1.154,
  "largest_force_ha_per_bohr": 0.03902,
  "orbital_gap_ev": 8.332,
  "elements": ["H", "H", "C", "Cl", "C", "H", "C", "O", "S", "C", "H", "H"],
  "xyz": [[-1.96135, 0.08963, 0.97922], [-0.42551, -1.71406, 0.58853], [0.03464, 0.87288, 0.63543], [-0.82901, -1.87059, -1.67060], [-0.41249, -0.99771, -0.19201], [-1.70701, 0.82426, -0.67650], [-1.24554, 0.26270, 0.19503], [1.55291, 0.27015, -1.15972], [0.48126, 2.12155, 1.56850], [0.92963, -0.22877, -0.03057], [1.97837, 1.06863, -0.89236], [1.60410, -0.69866, 0.65504]]
}

***

{
  "formula": "C5H14N2O",
  "method": "ωB97M-V/def2-TZVPD",
  "energy_ha": -383.5464,
  "lumo_energy_ev": 0.919,
  "total_charge": 0,
  "smiles": "C=CC[C@H](N)CN.O",
  "multiplicity": 1,
  "molar_mass_g_mol": 118.180,
  "e_above_lowest_ev": 4.200,
  "largest_force_ha_per_bohr": 0.14332,
  "orbital_gap_ev": 9.719,
  "elements": ["C", "H", "H", "H", "C", "H", "H", "C", "O", "N", "H", "H", "H", "C", "H", "H", "H", "C", "H", "H", "N", "H"],
  "xyz": [[-0.20654, 0.98768, 1.46174], [1.07482, -2.63075, -0.35190], [-0.57931, -1.61057, -1.99512], [0.92011, -0.50795, 2.22885], [-0.32676, -1.52721, 0.88380], [0.37190, 2.07935, 3.26539], [0.42425, 2.96779, 1.63191], [0.68109, -1.61652, -0.24248], [-0.00015, 4.31641, -4.96339], [-0.57446, -2.78234, 1.56408], [-1.21176, -3.45802, 1.15862], [-0.87587, 4.50486, -4.75964], [0.26282, -0.22814, -1.88356], [-0.06468, -0.31983, 1.89105], [-0.65544, -0.67240, 2.82602], [1.50164, -1.12048, 0.25260], [-0.14024, 1.16300, 0.30780], [0.19226, 2.07370, 2.18613], [0.10200, 4.18393, -5.96888], [-1.35400, -1.21519, 0.37437], [0.29505, -1.26402, -1.69079], [0.16325, -3.32329, 1.82340]]
}

***

{
  "formula": "C34H29Cl5N2O3P2PdS2",
  "method": "ωB97M-V/def2-TZVPD",
  "energy_ha": -5556.0324,
  "lumo_energy_ev": -0.374,
  "total_charge": 0,
  "multiplicity": 1,
  "molar_mass_g_mol": 923.384,
  "e_above_lowest_ev": 2.585,
  "largest_force_ha_per_bohr": 0.03568,
  "orbital_gap_ev": 7.051,
  "elements": ["C", "C", "H", "C", "Pd", "C", "H", "S", "O", "H", "H", "C", "C", "H", "C", "H", "H", "H", "C", "C", "C", "C", "Cl", "C", "Cl", "H", "P", "H", "H", "H", "O", "C", "C", "O", "H", "C", "S", "C", "C", "Cl", "H", "C", "Cl", "C", "H", "H", "H", "C", "Cl", "C", "H", "H", "H", "H", "H", "C", "H", "C", "C", "C", "C", "C", "N", "C", "H", "C", "P", "C", "C", "H", "H", "N", "H", "C", "C", "H", "H", "C"],
  "xyz": [[2.91833, 5.71587, 2.15429], [-2.52212, -0.80131, 1.07966], [-2.57741, 2.20897, 6.10629], [-1.90713, 1.95705, 2.80136], [-0.26295, -0.17516, 1.39446], [-2.52798, -4.10433, 1.56271], [-2.14901, 1.32554, 1.95578], [-3.42476, 2.52355, -0.31911], [1.14954, 1.07527, 5.14872], [-2.53349, 5.28288, 1.74760], [-2.95565, 0.70375, 4.18607], [-2.09667, 5.60801, 0.81104], [1.65166, 5.34883, 1.72381], [-2.41873, -2.77684, -1.36674], [-1.49337, 3.65790, 4.95711], [-0.32591, -4.12835, 4.73038], [-4.68975, 1.37327, -2.70191], [2.03465, 1.98734, 1.74459], [2.29122, 3.02971, 1.84256], [-1.03456, 4.89836, 0.25878], [1.97897, -2.19304, 0.28358], [-4.08970, 2.14267, -3.18492], [2.07987, -0.51995, 0.73026], [-2.81200, -4.98540, 2.59444], [4.65804, -5.05199, -0.45472], [3.16378, 6.76362, 2.27293], [-0.32758, 3.46041, 1.06662], [-3.25190, -1.53446, 0.72696], [-4.10848, 2.02314, -4.26401], [0.18215, -2.56806, 2.90847], [-2.71351, 2.01407, -2.81390], [1.97106, -4.79377, -0.60922], [3.86615, 4.74171, 2.43064], [0.49680, -0.06779, 3.51604], [4.85228, 5.02985, 2.77303], [-0.48408, 5.29627, -0.95712], [-0.66199, 1.93358, -1.39868], [-0.96455, 3.97589, 3.71733], [-2.06355, 7.10319, -1.06996], [4.68164, -2.08345, 0.47606], [-3.65668, -5.65732, 2.51244], [1.33243, 4.00023, 1.56369], [1.97154, -6.41050, -1.19307], [-1.17314, 3.12439, 2.63538], [-0.35810, 4.86610, 3.60181], [4.28582, 2.63712, 2.50651], [-2.70060, 0.14069, 0.56643], [-1.60746, -2.05480, -1.26625], [-0.67028, -4.90089, -0.94875], [3.18551, -4.18934, -0.28884], [-4.47073, 3.12161, -2.89855], [-0.79889, -2.32562, -1.93711], [-0.58338, 6.69964, -2.57242], [-2.24294, -5.69104, 4.53650], [0.91557, 6.11100, 1.50060], [-1.43398, -3.25538, 1.65163], [-2.46681, 7.96357, -1.58837], [-2.41360, 1.63117, 4.04908], [0.74125, -2.77926, 0.04387], [-2.20227, 2.47612, 5.12720], [-2.60480, 6.71330, 0.14803], [-2.01571, -5.00480, 3.73063], [-0.18851, 2.13830, 0.16182], [-0.93747, -4.13747, 3.83782], [-1.31619, 4.31103, 5.80128], [-2.38817, 2.16967, -1.53441], [-1.01865, -1.92254, 0.45712], [3.55304, 3.39914, 2.27545], [-0.64367, -3.26373, 2.80157], [-2.64256, -0.70794, 2.15663], [-3.43011, 7.26542, 0.57839], [0.98563, 1.05058, 3.94132], [0.34850, 4.74811, -1.38140], [-1.00587, 6.39470, -1.62386], [3.18971, -2.87052, 0.13992], [-3.16117, -4.09027, 0.68085], [-1.99079, -1.06923, -1.53478], [0.77923, -4.08584, -0.45514]]
}